1.
Density functional theory data (ωB97M-V/def2-TZVPD) for C37H46Cl2N3O3RuSi2Te as an isolated structure.

Positions of all 95 atoms, in Å:
H: -1.53087 5.58640 -0.04135
C: -0.49271 1.22651 5.23676
C: 4.70269 -2.42465 -3.26528
H: -0.99298 -1.85186 -4.68771
H: -1.24257 0.47238 5.00574
H: -1.53024 5.25260 -2.14864
H: 4.29816 0.04252 -3.77672
C: -2.37884 -5.28978 0.13474
C: -3.92540 4.32682 -0.27598
H: -4.24179 3.92744 0.68931
H: -4.77315 4.25679 -0.96194
H: -0.60653 3.79280 -2.45712
C: -0.34138 1.19477 -3.39109
H: -4.15809 -4.65790 -0.88500
C: -4.43469 0.57408 3.42167
H: -0.50868 2.24441 -3.58385
C: 3.75389 -1.65472 -2.59838
C: 6.07568 -4.50197 -3.59693
C: 0.30316 5.83544 2.79391
C: 0.33608 0.79570 -2.24885
C: -3.24271 -4.34291 -0.40142
C: -0.98023 5.28027 0.83261
N: 0.04119 2.17847 2.45056
H: 3.20207 -5.11798 0.33101
C: 0.48038 4.52310 3.09665
H: 0.23419 -3.27255 -1.59250
C: -1.44131 -1.15572 0.38084
H: 2.16886 -0.21916 2.60801
C: -1.61737 4.18121 -2.32884
H: 2.93019 2.71198 3.86322
O: -2.19769 -0.19486 2.87776
H: 1.14115 -3.39040 -3.09637
O: -2.27530 -0.28441 -0.01629
H: -3.68867 5.38090 -0.14498
H: -3.59143 -2.23948 -0.72323
C: -1.21265 -4.88881 0.77382
N: -1.35929 2.90253 0.36148
Cl: -5.50969 -0.28703 2.29539
H: 0.72899 6.59503 3.43621
C: -0.43130 6.22411 1.64407
C: -1.75550 -2.59531 0.30676
Cl: -4.35211 -0.22787 4.98564
H: -3.90345 2.04145 -2.50501
N: -0.31858 -0.65568 0.90505
C: -0.60844 -1.10447 -4.00343
H: 2.91138 -3.53857 1.05030
C: 3.42592 -3.49673 -1.05501
H: 6.06849 -5.54705 -3.29071
H: 1.04578 4.25644 3.97291
H: 7.07233 -4.10327 -3.39914
Si: 0.77378 1.38570 3.87853
C: 0.07161 -1.53419 -2.86403
Te: 1.73901 -1.02550 -0.31068
C: 5.02801 -3.71200 -2.86408
H: -0.01957 -3.21055 1.39332
H: -0.54827 -5.62730 1.20423
C: -0.07218 3.49340 2.27155
H: 0.01644 0.94075 6.16003
H: -2.62265 -6.34214 0.06743
H: 1.97438 -0.66597 4.30461
C: -3.30113 1.74376 -1.64205
C: -0.90552 -3.54092 0.86691
H: 0.71757 1.54687 -1.56513
C: 4.38108 -4.23014 -1.75246
Si: -2.53248 3.28058 -0.95879
H: 3.43371 0.46624 -2.29841
C: 0.56471 -0.55458 -1.99579
H: 0.66966 -0.99620 3.14877
C: 2.77579 -4.13315 0.14366
C: -0.80395 0.23691 -4.27878
H: -2.58188 0.99323 -1.95817
C: 3.49456 -0.26405 -3.10844
H: -3.95557 1.27530 -0.90690
H: 5.20960 -1.99495 -4.12314
O: -2.87839 1.68599 2.01983
C: 3.09743 -2.20934 -1.49274
C: -3.07355 0.66460 2.76015
C: 0.21866 -3.01366 -2.64955
H: -4.84907 1.56577 3.56755
C: 1.44732 -0.28787 3.42449
H: 1.97490 3.09363 5.30186
Ru: -1.14526 1.12264 1.16808
H: 2.55494 -0.20594 -3.66008
H: -2.15373 4.05317 -3.27153
H: -0.62145 -3.53844 -3.10473
H: 1.70195 -4.25529 -0.00549
C: 2.24886 2.29895 4.60816
H: 5.91717 -4.46128 -4.67479
H: -0.55232 7.27400 1.41331
C: -2.93451 -2.99502 -0.31382
H: 2.80008 1.55090 5.18291
H: 4.62450 -5.23123 -1.41449
H: -1.32428 0.53268 -5.18041
C: -0.82787 3.89085 1.11331
H: -1.00902 2.17278 5.41716

Values from the calculation:
highest occupied orbital energy (alpha / beta) = -7.18 / -7.53 eV
multiplicity = 2
LUMO (alpha / beta) = -0.27 / -1.91 eV
total charge = 0
Kohn-Sham gap (alpha / beta) = 0.2540 / 0.2065 hartree
maximum force = 1.34 eV/Å

Results of the Mulliken charge analysis, in e, for atoms 1 through 5: 0.060 -0.977 -0.958 0.462 0.190

2.
Density functional theory data (ωB97M-V/def2-TZVPD) for a 2-piece molecular cluster, C3H9NO2 overall.

Positions of all 15 atoms, in Å:
O: -0.29340 0.63299 2.23080
O: -1.11088 0.60357 -2.96634
H: 1.03212 -0.70830 1.50555
H: -0.26834 -2.01445 -1.67283
H: 1.62850 1.00330 1.54834
H: 0.95842 -0.93743 -1.01460
C: -0.78703 0.08555 -1.87757
C: 1.04387 0.23010 2.11143
N: -1.37007 0.48936 -0.73676
H: 1.53885 -0.13356 3.01902
H: -0.87763 0.29385 0.12131
H: 0.75438 -0.96012 -2.76868
H: -2.06649 1.22914 -0.72804
H: -0.38123 1.20804 2.99819
C: 0.19893 -1.02203 -1.76983

Values from the calculation:
highest occupied orbital energy (alpha / beta) = -14.44 / -14.44 eV
multiplicity = 2
LUMO (alpha / beta) = -4.41 / -9.23 eV
total charge = +1
Kohn-Sham gap (alpha / beta) = 0.3686 / 0.1913 hartree
maximum force = 3.85 eV/Å

Results of the Mulliken charge analysis, in e, for atoms 1 through 5: -0.546 -0.144 0.141 0.310 0.285

3.
Density functional theory data (ωB97M-V/def2-TZVPD) for C17H19ClN3O6Pt as an isolated structure.

Positions of all 47 atoms, in Å:
C: 3.38520 0.99762 -2.88191
C: 2.37599 0.25758 4.02880
H: 5.87870 -1.72855 -2.04208
H: 2.56329 1.62394 -3.19588
O: 1.89119 2.42656 2.62565
H: 3.42016 -0.05043 3.97458
H: -4.55617 1.08457 5.55432
H: 2.06007 2.23031 4.64161
H: -4.24428 0.94483 0.66110
C: -5.65038 1.21894 2.31128
H: -1.38528 -1.51212 -3.20213
Cl: -1.41584 4.54367 -2.01966
H: 6.31670 -0.18522 -3.95387
H: -0.37975 -3.79480 0.09371
H: 4.57480 1.51909 -4.54027
C: 4.02123 -0.77691 -1.52924
O: -2.61838 5.22363 -1.61098
N: -0.80259 -2.59427 -1.50290
H: -2.53526 0.85391 4.44413
H: -0.94153 -5.78739 -3.69299
O: -1.28125 4.47571 -3.43501
N: -3.27829 0.86047 2.44978
C: -1.19991 -3.63101 -3.63217
O: 1.58800 -0.61882 3.22907
C: -3.41113 0.97351 3.82369
N: 3.07209 0.16502 -1.80399
C: -4.40569 0.97763 1.72847
Pt: 0.11267 0.44400 0.63158
C: 5.19525 -0.92140 -2.26069
C: -0.55511 -4.99311 -1.75022
O: -0.33153 5.22074 -1.43943
C: -5.78710 1.27367 3.69465
O: -1.36021 3.19414 -1.58839
C: -0.85277 -4.89283 -3.09442
H: -0.38929 -5.93339 -1.24549
H: 2.15055 -0.03005 5.05571
H: -1.43956 -3.63211 -4.68525
C: 5.39435 -0.12466 -3.39530
C: -0.58455 -3.85812 -0.96480
C: 2.48718 1.77570 3.74775
H: 3.53138 2.07893 3.82389
H: 3.93423 -1.56574 -0.79672
H: -6.75481 1.51063 4.11153
C: -4.62323 1.09808 4.47649
H: -6.52453 1.27466 1.67949
C: -1.13622 -2.50423 -2.85560
C: 4.49184 0.88767 -3.66801

Values from the calculation:
highest occupied orbital energy (alpha / beta) = -5.46 / -4.77 eV
multiplicity = 3
LUMO (alpha / beta) = 1.03 / 1.03 eV
total charge = -1
Kohn-Sham gap (alpha / beta) = 0.2384 / 0.2133 hartree
maximum force = 3.77 eV/Å

Results of the Mulliken charge analysis, in e, for atoms 1 through 5: -0.343 -0.398 0.334 0.399 -0.294

4.
Density functional theory data (ωB97M-V/def2-TZVPD) for a 2-piece molecular cluster, BClH4N2O5 overall.

Positions of all 13 atoms, in Å:
N: -0.51557 -0.53403 0.93112
O: 1.90362 0.90882 0.48687
O: -1.35930 -0.68100 -1.38779
H: 0.46022 -0.22393 0.71443
O: -2.14845 1.11806 -0.01625
O: 3.78914 1.61498 -0.28772
H: -2.15912 -1.22597 -1.44014
B: -1.40087 0.02214 -0.22006
O: 3.00678 -0.27491 -0.95459
Cl: -0.64987 -2.26128 0.92206
N: 2.92294 0.75088 -0.26592
H: -3.05238 0.94644 -0.31943
H: -0.79714 -0.16018 1.83742

Values from the calculation:
highest occupied orbital energy = -8.10 eV
LUMO = -1.62 eV
total charge = 0
Kohn-Sham gap = 0.2382 hartree
maximum force = 1.67 eV/Å

Results of the Mulliken charge analysis, in e, for atoms 1 through 5: -0.006 -0.781 -0.467 0.385 -0.417

5.
Density functional theory data (ωB97M-V/def2-TZVPD) for C29H41N8S2SrTe as an isolated structure.

Positions of all 82 atoms, in Å:
C: 1.32637 -2.15142 -3.64056
C: -2.24525 0.13002 -2.63733
H: -3.83308 1.72807 0.88589
Sr: 0.00533 -0.25241 -0.11667
C: -2.23940 1.44237 -1.80137
H: 3.13265 -3.95455 3.28511
H: 1.70165 -2.55709 -2.70045
C: 3.02238 -2.03387 0.37191
H: -3.23658 -3.04957 0.43539
C: 1.43270 1.44215 -2.48207
C: 1.76167 0.02243 -4.80239
H: 1.34217 2.06112 -1.57935
H: -1.16602 -4.39499 -3.64590
C: 1.46264 -0.64246 -3.61587
H: 0.22736 -4.29419 -2.55471
C: -0.22257 3.95098 2.43089
C: 1.68984 3.76202 4.04074
H: 0.83952 6.44898 2.15817
C: -2.84306 -1.87111 -1.32990
C: 0.57010 -2.76759 2.88680
C: 1.24363 2.34759 4.32570
N: 3.39261 -1.35543 -0.71895
S: 4.14231 -3.05505 1.21905
S: -1.25681 -3.39077 4.52072
H: -1.81657 -1.57953 1.82366
C: 0.97881 4.54108 3.13014
H: -3.28537 -0.02206 2.27927
N: -0.06346 -2.61483 -3.77753
N: -2.23477 -1.23855 0.96378
C: -3.37482 -0.36305 1.24904
C: 0.06082 -3.85694 3.50574
H: 0.39012 -4.87965 3.43399
H: -0.57812 -1.21032 -5.25220
H: 2.06897 1.64423 4.40114
C: 1.38689 5.84687 2.87318
H: 1.90955 -0.54497 -5.71663
H: -1.58430 0.28851 -3.49118
C: -2.46721 -2.36479 0.05545
H: 4.07128 6.00287 4.92633
Te: 0.01069 1.83379 2.65852
C: 3.20117 5.59800 4.42727
N: -2.20445 1.20091 -0.36044
H: -4.20624 0.69890 -0.46704
N: -1.77135 -1.04994 -1.90654
H: 0.47463 -4.61317 -4.28222
C: 1.87571 1.40686 -4.83516
C: 2.92741 -3.37556 2.40164
H: -1.67759 1.92647 0.11308
N: -1.89852 -0.75977 4.38010
N: -0.07130 -1.56723 3.15162
C: 2.80242 4.29757 4.68495
H: -0.04767 -2.77319 -5.90062
H: 2.10589 1.91355 -5.76349
H: 2.80604 7.38799 3.30795
H: -0.24603 4.21263 1.37521
H: 1.93993 -2.58162 -4.44962
H: 1.80855 3.20627 -3.66807
H: -1.59434 0.18158 4.17909
H: -4.31617 -0.92315 1.18734
H: 4.33690 -1.41230 -1.05574
H: -3.09309 2.06588 -2.08642
N: 1.81274 -1.99074 0.90464
H: 3.36130 3.68954 5.38582
C: 1.28996 0.04972 -2.39797
C: -3.46189 0.87549 0.31161
H: 2.70317 -0.78694 -1.24310
H: -3.08676 -2.72874 -1.96616
C: -1.04201 -1.75220 4.00018
H: -1.19848 -1.62905 -2.53566
H: -1.64715 -2.61931 -5.14646
H: -1.53653 -2.93989 -0.00299
H: -3.75876 -1.28188 -1.26061
H: -1.34051 2.00881 -2.05556
C: -0.13343 -4.05375 -3.55610
H: -1.16112 4.24975 2.89349
C: 1.78383 -2.74532 2.06364
C: 1.70620 2.12726 -3.66433
H: 0.62771 2.27817 5.22050
C: 2.49167 6.37481 3.51926
C: -0.60941 -2.28667 -5.08879
H: -2.42689 -0.88142 5.22642
H: -3.24825 -0.04621 -3.03821

Values from the calculation:
highest occupied orbital energy = -10.00 eV
LUMO = -2.29 eV
total charge = +1
Kohn-Sham gap = 0.2835 hartree
maximum force = 0.65 eV/Å

Results of the Mulliken charge analysis, in e, for atoms 1 through 5: -1.797 -0.383 0.489 1.445 -1.062